[1]
{
  "formula": "C5H11NOS",
  "method": "ωB97M-V/def2-TZVPD",
  "mol_weight_g_mol": 133.2,
  "homo_energy_ha": -0.323,
  "charge": 0,
  "smiles": "CSC(C)(C)C(N)=O",
  "relative_energy_kj_mol": 0.0,
  "elements": ["C", "S", "C", "C", "C", "C", "N", "O", "H", "H", "H", "H", "H", "H", "H", "H", "H", "H", "H"],
  "coordinates": [[-1.787, 1.354, -0.822], [-1.514, 0.244, 0.588], [0.114, -0.512, 0.137], [0.003, -1.276, -1.175], [0.493, -1.453, 1.280], [1.167, 0.596, 0.035], [1.158, 1.465, 1.067], [1.958, 0.663, -0.879], [-2.570, 2.044, -0.522], [-2.110, 0.782, -1.686], [-0.872, 1.897, -1.038], [-0.835, -1.969, -1.135], [-0.130, -0.594, -2.011], [0.920, -1.834, -1.346], [-0.219, -2.274, 1.333], [0.489, -0.933, 2.235], [1.487, -1.859, 1.105], [0.424, 1.439, 1.755], [1.824, 2.219, 1.081]],
  "forces_ev_per_angstrom": [[0.1, -0.4, 0.3], [0.1, -0.2, 0.0], [-0.5, 0.1, -0.1], [0.1, 0.1, 0.0], [-0.2, 0.1, 0.0], [-0.3, -0.1, 0.2], [0.2, 0.4, 0.4], [0.3, 0.0, -0.4], [0.0, 0.1, 0.0], [0.0, 0.1, -0.1], [0.0, 0.2, -0.1], [0.0, 0.0, 0.0], [0.0, 0.0, -0.1], [0.1, 0.0, -0.1], [0.0, -0.1, 0.0], [0.0, 0.0, 0.1], [0.1, 0.0, 0.0], [0.0, 0.1, -0.1], [0.0, -0.1, -0.1]]
}

---

[2]
{
  "formula": "C2H6FN3",
  "method": "ωB97M-V/def2-TZVPD",
  "mol_weight_g_mol": 91.1,
  "homo_energy_ha": -0.343,
  "charge": 0,
  "smiles": "[H]/N=C(/CF)NN",
  "relative_energy_kj_mol": 31.6,
  "elements": ["H", "N", "C", "C", "F", "N", "N", "H", "H", "H", "H", "H"],
  "coordinates": [[2.409, 0.417, -0.358], [1.945, -0.508, -0.285], [0.713, -0.213, -0.075], [-0.211, -1.361, 0.284], [-1.392, -1.372, -0.499], [0.232, 1.076, -0.091], [-1.119, 1.423, -0.114], [-0.488, -1.262, 1.352], [0.303, -2.296, 0.124], [0.781, 1.736, -0.605], [-1.739, 0.785, -0.596], [-1.433, 1.576, 0.863]],
  "forces_ev_per_angstrom": [[0.4, -0.7, -0.2], [-0.5, 1.1, 0.3], [0.4, -0.8, -0.3], [-0.5, 0.7, 0.3], [0.6, 0.0, 0.4], [-0.5, -0.4, -0.1], [-0.6, 0.7, 1.5], [-0.1, -0.1, -0.6], [0.2, -0.1, -0.1], [0.3, 0.1, -0.2], [0.4, -0.2, 0.0], [0.1, -0.3, -1.1]]
}

---

[3]
{
  "formula": "CH5N3S",
  "method": "ωB97M-V/def2-TZVPD",
  "mol_weight_g_mol": 91.1,
  "homo_energy_ha": [-0.225, -0.332],
  "charge": 0,
  "s_squared": 2.008,
  "spin_multiplicity": 3,
  "relative_energy_kj_mol": 101.2,
  "elements": ["C", "N", "N", "N", "S", "H", "H", "H", "H", "H"],
  "coordinates": [[0.902, 0.568, 0.438], [-0.289, 0.613, -0.478], [-1.976, -0.813, 0.200], [-1.546, 0.066, -0.578], [2.434, -0.392, -0.132], [0.405, -0.188, 1.193], [1.085, 1.491, 0.857], [-0.145, 1.319, -1.174], [-2.881, -1.104, -0.090], [2.013, -1.560, -0.236]],
  "forces_ev_per_angstrom": [[-4.3, -6.9, 0.2], [2.2, 2.0, -1.1], [-0.6, -0.7, 0.9], [2.4, 1.3, -0.1], [1.0, 4.3, 0.2], [1.5, 1.8, -0.5], [0.9, 1.9, 0.7], [-0.5, 0.0, -0.4], [-0.9, -1.0, 0.3], [-1.7, -2.8, 0.0]]
}

---

[4]
{
  "formula": "C4H2O2P",
  "method": "ωB97M-V/def2-TZVPD",
  "mol_weight_g_mol": 113.0,
  "homo_energy_ha": -0.203,
  "charge": -1,
  "relative_energy_kj_mol": 181.4,
  "elements": ["C", "C", "C", "C", "O", "O", "P", "H", "H"],
  "coordinates": [[-1.664, 1.829, 0.185], [3.108, 0.554, 0.003], [-1.918, 0.671, -0.123], [2.008, 0.733, 0.531], [-2.678, -1.973, 0.749], [-1.937, -1.639, -1.704], [-2.231, -1.051, -0.358], [1.338, 0.492, 1.233], [3.974, 0.384, -0.516]],
  "forces_ev_per_angstrom": [[0.4, 1.7, 0.4], [-4.4, 0.9, 1.9], [-1.0, -4.4, -0.5], [5.7, -0.7, -2.9], [0.5, 2.1, -1.2], [-0.3, 1.1, 1.3], [0.5, -0.6, 0.0], [-2.8, -0.1, 1.9], [1.5, -0.1, -1.0]]
}

---

[5]
{
  "formula": "C21H45N11O2PtSbSi4Te",
  "method": "ωB97M-V/def2-TZVPD",
  "mol_weight_g_mol": 1040.4,
  "homo_energy_ha": -0.160,
  "charge": -1,
  "relative_energy_kj_mol": 237.8,
  "elements": ["Pt", "N", "C", "N", "N", "N", "N", "C", "N", "N", "N", "N", "H", "O", "C", "N", "C", "O", "C", "C", "C", "C", "N", "C", "H", "H", "H", "H", "H", "H", "H", "H", "C", "Sb", "C", "C", "H", "H", "H", "H", "H", "H", "H", "H", "H", "C", "Si", "C", "C", "Si", "Te", "Si", "C", "C", "C", "Si", "C", "C", "C", "H", "H", "H", "H", "H", "H", "H", "H", "H", "H", "H", "H", "H", "H", "H", "H", "H", "H", "H", "H", "H", "H", "H", "H", "H", "H", "H"],
  "coordinates": [[0.131, -0.409, 0.397], [-3.176, 1.210, 0.534], [-2.193, 1.905, -0.163], [-2.453, 2.981, -0.897], [-1.257, 3.355, -1.395], [-0.342, 2.546, -1.000], [-0.898, 1.596, -0.213], [-2.804, 0.300, 1.526], [-3.308, 0.284, 2.750], [-2.669, -0.724, 3.360], [-1.825, -1.273, 2.546], [-1.898, -0.664, 1.346], [-3.955, 1.792, 0.802], [-4.533, 1.941, -4.025], [-5.032, 0.724, -3.557], [-4.036, -0.100, -2.903], [-3.499, -1.217, -3.439], [-3.927, -1.757, -4.445], [-2.353, -1.810, -2.660], [-2.279, -3.192, -2.556], [-1.212, -3.749, -1.881], [-0.277, -2.921, -1.301], [-0.306, -1.587, -1.402], [-1.320, -1.048, -2.118], [-4.141, 2.428, -3.278], [-5.392, 0.166, -4.418], [-5.855, 0.886, -2.849], [-3.680, 0.235, -2.023], [-3.049, -3.806, -3.003], [-1.088, -4.820, -1.823], [0.568, -3.320, -0.753], [-1.246, 0.014, -2.314], [-0.321, 3.031, 2.690], [0.878, 1.330, 2.220], [1.933, 1.181, 4.088], [2.413, 2.401, 1.192], [0.281, 3.769, 3.218], [-1.166, 2.736, 3.311], [-0.692, 3.464, 1.762], [2.106, 2.195, 4.450], [2.882, 0.671, 3.954], [1.332, 0.634, 4.813], [2.644, 3.305, 1.759], [2.032, 2.676, 0.209], [3.316, 1.804, 1.080], [3.662, -3.571, 4.525], [4.437, -3.966, 2.837], [5.338, -5.638, 2.976], [5.784, -2.654, 2.574], [2.736, -3.828, 1.184], [2.285, -1.313, 1.408], [0.971, -5.236, 1.941], [1.780, -6.745, 2.777], [-0.194, -5.957, 0.615], [-0.131, -4.344, 3.178], [3.659, -4.413, -0.906], [5.116, -3.266, -1.301], [2.522, -4.348, -2.428], [4.320, -6.193, -0.788], [4.407, -3.451, 5.313], [2.958, -4.346, 4.838], [3.103, -2.636, 4.443], [5.920, -5.695, 3.898], [6.025, -5.778, 2.139], [4.635, -6.473, 2.969], [6.446, -2.565, 3.438], [5.308, -1.684, 2.407], [6.398, -2.870, 1.698], [2.488, -7.232, 2.101], [1.031, -7.486, 3.065], [2.327, -6.452, 3.675], [0.282, -6.051, -0.365], [-1.061, -5.303, 0.514], [-0.556, -6.945, 0.904], [0.423, -4.054, 4.074], [-0.981, -4.956, 3.491], [-0.533, -3.425, 2.746], [4.781, -2.227, -1.251], [5.529, -3.444, -2.296], [5.920, -3.387, -0.572], [2.162, -3.329, -2.592], [1.649, -4.996, -2.313], [3.053, -4.662, -3.328], [5.005, -6.289, 0.057], [4.854, -6.486, -1.694], [3.504, -6.903, -0.633]],
  "forces_ev_per_angstrom": [[1.2, 1.7, 0.5], [-0.1, -0.1, -0.2], [0.1, 0.3, -0.3], [-0.4, -0.1, 0.1], [-0.1, 0.0, 0.1], [0.3, -0.1, -0.1], [-0.3, -0.5, -0.2], [0.2, -0.5, 0.3], [-0.1, 0.4, -0.2], [0.1, -0.1, 0.0], [-0.2, -0.2, 0.1], [-1.1, 0.1, 0.3], [0.0, 0.0, 0.0], [0.4, 0.4, 0.2], [-0.2, -0.4, 0.2], [0.0, 0.5, 0.0], [0.0, -0.1, -0.1], [0.1, 0.0, 0.0], [0.4, 0.2, -0.2], [0.1, 0.0, 0.2], [-0.1, -0.2, -0.4], [0.5, 0.3, 0.2], [-1.0, 0.0, 0.3], [0.1, -0.3, -0.3], [-0.1, -0.1, -0.3], [0.0, 0.0, 0.0], [0.1, 0.0, -0.1], [0.1, 0.0, 0.3], [0.0, 0.0, -0.1], [-0.1, 0.0, 0.1], [-0.1, 0.0, 0.2], [-0.2, 0.1, 0.3], [-0.4, -0.2, 0.0], [0.3, 0.4, -0.7], [-0.4, -0.3, 0.0], [-0.1, 0.2, 0.0], [0.1, -0.1, 0.0], [0.0, 0.0, 0.0], [0.0, 0.0, 0.0], [-0.1, 0.1, -0.1], [0.0, 0.0, -0.1], [0.0, 0.0, 0.0], [0.0, 0.0, 0.0], [0.0, 0.0, 0.0], [-0.1, -0.1, 0.0], [-0.2, 0.0, -0.3], [0.5, 0.1, 0.5], [-0.3, 0.1, -0.2], [-0.3, 0.0, -0.3], [-0.3, 0.3, 0.1], [1.1, -1.5, -0.5], [-0.3, -0.4, 0.3], [0.1, 0.2, -0.1], [0.3, 0.3, -0.1], [0.3, 0.1, -0.1], [0.4, -0.2, -0.5], [-0.2, 0.0, 0.3], [-0.1, 0.1, 0.4], [-0.1, 0.2, 0.1], [0.1, -0.1, -0.1], [0.0, 0.0, 0.0], [0.0, 0.0, 0.0], [0.0, 0.1, 0.0], [0.0, 0.0, 0.0], [0.0, 0.0, 0.0], [-0.1, -0.1, 0.1], [0.1, 0.0, 0.0], [0.0, 0.0, 0.0], [0.0, 0.0, 0.0], [-0.1, 0.0, 0.0], [0.0, 0.0, 0.0], [0.0, 0.0, 0.0], [0.0, 0.0, 0.0], [0.1, 0.0, 0.1], [0.0, 0.0, 0.0], [0.1, -0.1, -0.1], [0.0, 0.1, 0.0], [0.0, 0.0, 0.0], [-0.1, -0.1, 0.0], [0.0, 0.0, 0.0], [0.0, 0.0, 0.0], [0.0, 0.0, 0.0], [0.1, 0.0, 0.1], [0.0, 0.0, 0.0], [0.0, 0.0, 0.0], [0.0, 0.0, 0.0]]
}

---

[6]
{
  "formula": "FInNO2S2",
  "method": "ωB97M-V/def2-TZVPD",
  "mol_weight_g_mol": 244.0,
  "homo_energy_ha": [-0.550, -0.560],
  "charge": 1,
  "relative_energy_kj_mol": 0.0,
  "elements": ["In", "N", "S", "O", "O", "S", "F"],
  "coordinates": [[0.748, 0.345, -1.796], [0.377, -0.461, -0.013], [-0.245, 1.071, 0.590], [0.752, 1.462, 1.642], [0.106, 1.816, -0.762], [-0.171, -1.831, 0.597], [-1.568, -2.402, -0.257]],
  "forces_ev_per_angstrom": [[2.2, -1.2, -5.1], [-1.8, -5.1, 2.5], [2.2, 4.1, 3.7], [-2.8, -1.1, -2.7], [-1.4, 1.7, 2.1], [-0.9, 0.1, -1.8], [2.5, 1.5, 1.3]]
}

---

[7]
{
  "formula": "CH2F4N2",
  "method": "ωB97M-V/def2-TZVPD",
  "mol_weight_g_mol": 118.0,
  "homo_energy_ha": [-0.297, -0.397],
  "charge": 0,
  "relative_energy_kj_mol": 361.5,
  "elements": ["C", "N", "N", "F", "F", "F", "F", "H", "H"],
  "coordinates": [[0.631, 1.296, 0.163], [1.221, 0.591, 1.187], [-0.490, -0.995, -1.114], [1.346, 2.172, -0.503], [-0.591, 1.733, 0.423], [2.350, -0.112, 0.800], [0.659, -1.417, -1.734], [0.581, -0.081, 1.624], [-1.019, -0.533, -1.864]],
  "forces_ev_per_angstrom": [[-0.7, -1.6, -2.0], [-0.2, 0.5, 1.6], [0.4, 0.1, 0.6], [0.4, 0.4, 0.5], [0.2, 0.1, 0.6], [-0.2, 0.0, -0.5], [-0.4, 0.1, -0.2], [0.3, 0.3, -0.4], [0.3, 0.0, -0.3]]
}

---

[8]
{
  "formula": "C3H7N3O2",
  "method": "ωB97M-V/def2-TZVPD",
  "mol_weight_g_mol": 117.1,
  "homo_energy_ha": -0.373,
  "charge": 0,
  "smiles": "[H]/N=[N+](\\[O-])O/C(C)=N\\C",
  "relative_energy_kj_mol": 618.0,
  "elements": ["H", "N", "N", "O", "O", "C", "C", "N", "C", "H", "H", "H", "H", "H", "H"],
  "coordinates": [[-2.094, 0.916, 2.253], [-1.343, 0.704, 1.642], [-1.785, 0.011, 0.696], [-2.945, -0.156, 0.399], [-0.967, -0.313, -0.308], [0.336, 0.266, -0.388], [0.384, 1.761, -0.586], [1.378, -0.471, -0.432], [1.407, -1.943, -0.313], [1.479, 1.883, -0.395], [0.140, 2.034, -1.697], [-0.251, 2.324, 0.029], [1.684, -2.279, 0.714], [2.135, -2.379, -1.028], [0.444, -2.357, -0.587]],
  "forces_ev_per_angstrom": [[-1.1, 0.1, 0.5], [2.3, -1.0, -0.2], [-1.5, 3.1, 0.1], [-1.0, -1.3, 0.2], [1.4, -1.2, -0.9], [1.2, -1.2, 0.3], [1.9, -1.1, -2.6], [-1.1, 0.8, 0.2], [-0.2, 0.3, -0.1], [-1.0, 0.8, -0.2], [0.5, -0.6, 1.9], [-0.7, 0.6, 1.0], [-0.2, 0.5, -0.7], [-0.2, 0.6, 0.5], [-0.3, -0.3, 0.2]]
}

---

| no. | strongest force on any atom (eV Å⁻¹) |
| --- | --- |
| 1 | 0.60 |
| 2 | 1.76 |
| 3 | 8.18 |
| 4 | 6.40 |
| 5 | 2.15 |
| 6 | 6.01 |
| 7 | 2.61 |
| 8 | 3.43 |